No. 1
Entry from OMol25: a 8-piece molecular cluster, C8H32O8 overall at a distorted geometry (wB97M-V/def2-TZVPD).

Last column: Mulliken charge in e.
Atoms and positions in Å:
C  -1.940  3.830  -0.329  -0.39
O  -2.103  3.977  -1.720  -0.57
H  -1.170  3.079  -0.147  0.02
H  -1.797  4.833  0.071  0.26
H  -2.824  3.433  0.170  0.31
H  -2.011  3.102  -2.105  0.45
C  3.150  -3.125  0.357  -0.59
O  2.834  -2.042  1.254  -0.49
H  2.313  -3.536  -0.208  0.17
H  3.977  -2.749  -0.245  0.30
H  3.619  -3.882  0.985  0.32
H  3.531  -1.887  1.896  0.25
C  -0.111  -3.829  2.543  -0.25
O  -1.114  -3.147  3.269  -0.52
H  -0.535  -4.668  1.991  0.23
H  0.355  -3.173  1.808  -0.05
H  0.628  -4.287  3.201  0.32
H  -1.327  -3.682  4.037  0.30
C  0.351  2.924  2.579  -0.11
O  0.877  3.998  1.854  -0.54
H  0.931  2.859  3.500  0.30
H  -0.697  3.095  2.826  0.26
H  0.385  1.951  2.089  -0.29
H  1.239  3.614  1.052  0.47
C  0.099  -0.175  0.279  0.07
O  1.473  -0.096  0.117  -0.70
H  -0.254  -1.207  0.300  0.12
H  -0.238  0.318  1.191  0.13
H  -0.353  0.367  -0.551  -0.08
H  1.892  -0.794  0.625  0.37
C  1.438  2.841  -1.769  -0.50
O  1.857  2.597  -0.418  -0.57
H  1.319  1.873  -2.256  0.20
H  0.511  3.413  -1.803  0.21
H  2.166  3.446  -2.310  0.29
H  1.807  1.648  -0.284  0.41
C  -3.182  0.967  -2.215  -0.71
O  -1.924  1.416  -2.596  -0.62
H  -3.837  1.775  -1.888  0.33
H  -3.735  0.507  -3.034  0.32
H  -3.093  0.296  -1.360  0.24
H  -1.528  0.609  -2.933  0.29
C  -0.520  -3.064  -1.779  -0.40
O  -0.926  -4.169  -0.981  -0.52
H  0.447  -2.669  -1.468  0.19
H  -0.469  -3.472  -2.789  0.38
H  -1.276  -2.282  -1.848  0.08
H  -0.234  -4.834  -0.957  0.31

Calculated values
multiplicity = 1
structure (SMILES) = CO.CO.CO.CO.CO.CO.CO.CO
max |F| = 2.43 eV Å⁻¹
LUMO energy = 0.007 Eh
calculated total energy = -925.7522 hartree
total charge = 0
gap between HOMO and LUMO = 9.4 eV



No. 2
Entry from OMol25: one molecule with the formula C14H19N3OS at a distorted geometry (wB97M-V/def2-TZVPD).

Last column: Mulliken charge in e.
Atoms and positions in Å:
C  -3.521  -4.952  -1.048  -0.99
C  -2.928  -3.759  -1.727  -0.34
C  -1.413  -3.606  -1.252  -0.62
C  -1.365  -3.017  0.209  -0.61
O  -2.085  -1.683  0.313  -0.41
C  -1.481  -0.502  0.164  0.75
C  -2.331  0.676  0.460  -1.18
C  -1.708  1.788  -0.127  -0.51
C  -0.422  1.980  -0.632  0.85
C  0.242  0.834  -0.763  -0.18
C  0.018  -0.514  -0.322  -0.60
H  0.667  -1.252  -0.603  0.52
H  1.183  1.057  -1.289  0.29
C  0.032  3.242  -0.858  -1.79
H  -0.752  3.945  -1.485  0.37
H  0.849  3.352  -1.421  0.72
S  0.323  4.335  0.599  -0.09
C  2.010  3.661  0.940  0.18
N  2.713  2.630  -0.011  -0.47
N  3.872  2.558  0.793  0.15
C  3.955  3.310  1.743  0.75
N  2.865  3.953  2.165  -0.53
C  5.124  3.205  2.825  -1.68
H  5.288  2.277  3.279  0.35
H  5.024  3.800  3.409  0.66
H  5.910  3.588  2.220  0.39
H  4.405  2.069  0.200  0.17
H  -2.300  2.514  0.138  0.51
H  -3.237  0.471  0.845  0.55
H  -1.901  -3.727  0.938  0.39
H  -0.181  -3.014  0.560  0.21
H  -0.892  -2.610  -1.950  0.22
H  -0.812  -4.395  -1.311  0.60
H  -2.904  -3.612  -2.824  0.38
H  -3.459  -2.711  -1.408  0.16
H  -4.348  -5.214  -1.455  0.52
H  -2.816  -5.806  -1.533  0.19
H  -3.625  -4.869  0.221  0.15

Calculated values
multiplicity = 1
structure (SMILES) = CCCCOc1ccc(CSc2n[nH]c(C)n2)cc1
max |F| = 18.09 eV Å⁻¹
LUMO energy = 0.031 Eh
calculated total energy = -1182.1403 hartree
total charge = 0
gap between HOMO and LUMO = 8.6 eV



No. 3
Entry from OMol25: one molecule with the formula C28H32N2O6 (wB97M-V/def2-TZVPD).

Last column: Mulliken charge in e.
Atoms and positions in Å:
C  -7.941  -1.161  0.206  -0.84
C  -7.133  -1.558  -0.757  -0.49
C  -5.893  -0.836  -1.194  0.03
H  -5.973  -0.599  -2.266  0.41
O  -5.726  0.347  -0.440  -0.34
C  -4.571  1.039  -0.555  0.41
C  -4.401  2.095  0.346  -0.50
C  -3.222  2.800  0.380  -1.05
C  -2.168  2.460  -0.472  0.06
C  -2.375  1.475  -1.432  -0.31
C  -3.564  0.775  -1.482  -0.11
H  -3.691  0.014  -2.236  0.44
H  -1.607  1.263  -2.157  0.48
C  -0.861  3.076  -0.227  0.20
C  0.310  2.364  -0.159  -0.63
C  1.480  2.959  0.426  0.61
O  1.628  4.143  0.720  -0.81
C  2.461  1.831  0.689  0.35
O  3.548  1.906  1.220  -0.66
N  1.870  0.703  0.234  0.42
C  2.489  -0.598  0.282  -1.18
C  3.044  -1.044  -1.075  -0.59
H  3.295  -2.103  -1.011  0.55
C  4.300  -0.245  -1.433  -1.33
N  5.376  -0.590  -0.523  0.66
C  6.198  0.537  -0.116  -0.47
C  7.178  0.066  0.957  -0.72
O  7.990  -0.992  0.496  -0.39
C  7.194  -2.075  0.083  -0.74
C  6.217  -1.661  -1.018  -0.69
H  5.594  -2.516  -1.290  0.38
H  6.792  -1.346  -1.910  0.37
H  7.881  -2.843  -0.277  0.35
H  6.622  -2.466  0.938  0.33
H  7.857  0.872  1.240  0.35
H  6.610  -0.260  1.840  0.33
H  5.552  1.307  0.308  0.26
H  6.765  0.957  -0.966  0.28
H  4.578  -0.432  -2.483  0.39
H  4.081  0.821  -1.333  0.48
H  2.290  -0.920  -1.854  0.34
H  3.321  -0.529  0.987  0.69
H  1.751  -1.319  0.647  0.28
C  0.573  0.899  -0.396  0.17
C  -0.493  -0.026  0.143  -0.63
C  -0.896  -1.132  -0.598  0.29
C  -1.960  -1.905  -0.190  -0.64
C  -2.662  -1.580  0.972  0.59
C  -2.213  -0.523  1.758  -0.84
C  -1.132  0.234  1.345  -0.25
H  -0.803  1.060  1.958  0.50
H  -2.707  -0.271  2.682  0.47
O  -3.758  -2.339  1.233  -0.49
C  -4.588  -1.976  2.313  -0.85
H  -4.071  -2.084  3.271  0.36
H  -5.432  -2.663  2.278  0.26
H  -4.953  -0.950  2.204  0.29
H  -2.288  -2.754  -0.769  0.44
H  -0.388  -1.378  -1.519  0.45
H  0.677  0.704  -1.476  0.48
O  -0.882  4.360  0.095  -0.61
H  0.036  4.635  0.379  0.45
H  -3.083  3.595  1.095  0.45
H  -5.206  2.325  1.025  0.48
H  -5.027  -1.500  -1.053  0.13
H  -7.317  -2.468  -1.311  0.36
H  -8.817  -1.725  0.477  0.29
H  -7.756  -0.253  0.753  0.25

Calculated values
multiplicity = 1
structure (SMILES) = C=CCOc1ccc(/C(O)=C2/C(=O)C(=O)N(CCCN3CCOCC3)[C@H]2c2ccc(OC)cc2)cc1
max |F| = 0.83 eV Å⁻¹
LUMO energy = -0.014 Eh
calculated total energy = -1647.0849 hartree
total charge = 0
gap between HOMO and LUMO = 8.1 eV



No. 4
Entry from OMol25: B4CsF16 as an isolated structure at a distorted geometry (wB97M-V/def2-TZVPD).

Last column: Mulliken charge in e.
Atoms and positions in Å:
Cs  -0.632  -0.064  -0.062  1.16
B  -1.379  2.853  1.750  0.54
F  -2.166  3.510  0.859  -0.41
F  -1.915  1.634  1.977  -0.40
F  -0.186  2.661  1.188  -0.35
F  -1.244  3.553  2.970  -0.44
B  2.817  -0.363  -0.491  0.47
F  1.970  -1.402  -0.659  -0.35
F  2.412  0.406  0.604  -0.39
F  4.012  -0.905  -0.193  -0.39
F  2.743  0.346  -1.696  -0.41
B  -1.149  0.414  -3.477  0.55
F  -2.055  0.948  -2.583  -0.39
F  -0.750  -0.822  -2.934  -0.41
F  -1.695  0.114  -4.669  -0.38
F  -0.054  1.264  -3.516  -0.39
B  -0.136  -2.885  2.192  0.61
F  0.372  -1.606  2.179  -0.37
F  0.781  -3.780  1.750  -0.40
F  -0.487  -3.065  3.489  -0.38
F  -1.258  -2.811  1.321  -0.47

Calculated values
multiplicity = 1
max |F| = 3.25 eV Å⁻¹
LUMO energy = 0.239 Eh
calculated total energy = -1718.4410 hartree
total charge = -3
gap between HOMO and LUMO = 9.2 eV



In Eh, the E_HOMO values for the records above are, in order, -0.3397, -0.2835, -0.3118, -0.1004.
In eV, the ΔE to the lowest compared entry with this formula, charge and spin values for the records above are, in order, 3.799, 13.209, 1.048, 0.949.